Entry 1:
Formula: C3H9N
Source: OMol25
Level of theory: ωB97M-V/def2-TZVPD

For the HOMO energy, the calculation gives -9.5186 eV. As for the energy above the lowest of the compared OMol25 structures with the same formula, charge and spin: 72.68 kJ/mol. The HOMO-LUMO gap is 0.3942 Eh. As for the net charge: 0. The SMILES is C=CC.N.

Positions of all 13 atoms, in Å:
C  -0.826777  0.170879  -0.493735
H  -1.141865  -1.195226  1.124801
H  2.967032  0.208508  -0.547206
H  -1.189180  2.242288  -0.275844
H  1.498079  0.791134  -0.086611
H  -1.670455  -1.784155  -0.461745
N  2.120317  -0.025773  -0.041138
H  -0.687531  0.226128  -1.567510
H  -1.424565  1.217197  1.234818
C  -1.143361  1.272874  0.194232
C  -0.905687  -1.212795  0.063040
H  0.050407  -1.718197  -0.074871
H  2.353587  -0.192864  0.931771

Atomic forces in eV per Å
C -1.1914 0.3950 0.3077
H -0.0454 -0.0293 0.0769
H 0.0255 -0.0342 0.1692
H 0.0767 0.1401 -0.0666
H 0.4169 -0.5568 0.1400
H -0.0622 -0.0564 -0.0155
N -0.2031 0.4611 -0.1847
H 0.3581 0.1723 -0.0159
H 0.0832 -0.0101 0.1999
C 0.1515 -0.5724 -0.5361
C 0.3630 0.0514 0.0270
H -0.0275 -0.0751 0.0034
H 0.0547 0.1144 -0.1054

These are the Löwdin partial charges, in e, on atoms 1 to 4: number 1, C, carries -0.28; number 2, H, carries 0.07; number 3, H, carries 0.01; number 4, H, carries 0.05

Entry 2:
Formula: C3H12N3O
Source: OMol25
Level of theory: ωB97M-V/def2-TZVPD

For the HOMO energy, the calculation gives -13.1938 eV. As for the energy above the lowest of the compared OMol25 structures with the same formula, charge and spin: 547.86 kJ/mol. The HOMO-LUMO gap is 0.3662 Eh. As for the net charge: +1.

Positions of all 19 atoms, in Å:
N  1.886570  -1.527579  -1.330826
H  -2.793162  -0.445432  1.063164
H  2.923657  -1.333347  -1.558646
C  -0.571659  1.571706  0.082568
N  -0.750159  1.259619  -1.252858
C  -1.767709  -0.548910  1.011867
H  -0.159853  1.923539  -1.780327
N  0.294659  0.867122  0.962216
H  -1.616718  -1.086383  0.006952
H  1.734320  -2.380638  -0.650558
O  1.249916  -0.425213  -0.775229
H  -1.468250  1.196942  2.072167
C  -1.099783  0.772550  1.180181
H  0.832079  0.048669  0.524298
H  -0.739297  0.293634  -1.625183
H  -0.568280  2.603264  0.194062
H  0.772107  1.343567  1.789188
H  1.212270  -1.609914  -2.065544
H  -1.369476  -1.188710  1.705726

Atomic forces in eV per Å
N 0.0584 -1.0080 2.4082
H -2.1688 0.1883 0.5834
H -2.0284 -0.6647 0.1067
C -2.2417 0.1975 -1.1972
N 0.3926 0.5085 -1.4997
C 1.4107 -0.1697 -3.8606
H -0.6437 -1.0943 -0.1363
N 4.2446 -0.3231 3.8925
H 0.1297 1.0770 1.1950
H 0.9865 1.6936 -1.7704
O 0.9397 0.0963 0.2542
H -0.0147 1.0776 0.7767
C -2.3356 -1.3077 -0.5959
H -0.0381 0.1860 -0.0372
H 0.2727 1.2347 0.8965
H 0.1376 1.7521 0.4975
H -0.4053 -0.5471 -1.9390
H 0.7958 -1.1465 -1.6018
H 0.5084 -1.7507 2.0273

These are the Löwdin partial charges, in e, on atoms 1 to 4: number 1, N, carries 0.05; number 2, H, carries 0.07; number 3, H, carries 0.21; number 4, C, carries -0.32